Molecular formula: C5H6N2S
Method: DFT, ωB97M-V with the def2-TZVPD basis set

## Properties
Energy above the lowest of the compared OMol25 structures with the same formula, charge and spin ... 154.7 kJ/mol
HOMO-LUMO gap ... 8.7 eV
SMILES ... NC(=S)[C@H]1C=CC=N1
Total charge ... 0

Each line ends with the Löwdin charge.
Cartesian coordinates (Å):
C  -1.41436  -1.26802  0.31845  -0.04
C  -0.11907  -1.48893  -0.00112  -0.02
C  -1.65112  0.11542  -0.05395  -0.17
C  1.70653  0.29684  -0.14126  -0.83
C  0.41011  -0.23981  -0.64009  -0.35
N  -0.66184  0.77127  -0.47810  0.07
N  1.69710  1.53180  0.34508  0.12
S  3.10444  -0.61265  -0.03552  0.60
H  -2.22494  -2.00261  0.52413  0.12
H  0.39440  -2.38073  0.33892  0.11
H  -2.50651  0.66582  0.24602  0.10
H  0.54151  -0.30876  -1.69723  0.16
H  0.86548  1.98350  0.27577  0.05
H  2.65524  1.80060  0.48827  0.09

---

Molecular formula: C5H6N3
Method: DFT, ωB97M-V with the def2-TZVPD basis set

## Properties
Energy above the lowest of the compared OMol25 structures with the same formula, charge and spin ... 236.6 kJ/mol
HOMO-LUMO gap ... 8.0 eV
Total charge ... +1

Each line ends with the Löwdin charge.
Cartesian coordinates (Å):
C  1.68692  -0.37112  0.55054  0.01
C  0.91115  -1.41165  0.00580  0.12
C  1.16430  0.92063  0.38688  0.07
C  -0.36883  -1.06119  -0.64419  -0.08
C  -0.07431  1.17850  -0.34681  -0.22
N  -3.34955  -0.36860  0.40562  0.12
N  -2.67495  0.48695  0.17964  0.01
N  -0.84668  0.12646  -0.78746  -0.02
H  2.62976  -0.62941  0.97502  0.12
H  1.08755  -2.47687  0.06357  0.13
H  1.70244  1.78358  0.80295  0.14
H  -0.94460  -1.83607  -1.07166  0.12
H  -0.88210  1.51138  0.56431  0.23
H  -0.04113  2.14742  -1.08421  0.23

---

Molecular formula: C5H6N4O2
Method: DFT, ωB97M-V with the def2-TZVPD basis set

## Properties
Energy above the lowest of the compared OMol25 structures with the same formula, charge and spin ... 602.9 kJ/mol
HOMO-LUMO gap ... 9.8 eV
Total charge ... 0

Each line ends with the Löwdin charge.
Cartesian coordinates (Å):
C  0.23127  1.07716  1.65138  -0.07
C  -0.59158  0.86173  2.83507  -0.15
C  -0.51104  0.58696  0.68616  -0.14
C  -0.82208  -1.41071  -2.06043  -0.05
C  0.38962  -0.71596  -1.66359  -0.59
N  -1.68190  0.25623  2.48631  0.03
N  -1.61922  -0.50770  -1.58264  0.06
N  -1.61857  0.08232  1.16581  0.00
N  -0.58610  0.40580  -1.29102  0.11
O  1.22274  -0.32031  -2.80382  0.00
O  1.11071  -1.28185  -0.63147  0.09
H  1.26058  1.44304  1.47504  0.11
H  -0.24054  1.12103  3.83893  0.11
H  -0.89052  -2.27547  -2.73595  0.14
H  -2.32873  -0.34832  0.60388  0.13
H  0.63043  -0.26142  -3.64359  0.14
H  1.60292  -0.62863  -0.16573  0.08

---

Molecular formula: C5H6N4O3S
Method: DFT, ωB97M-V with the def2-TZVPD basis set

## Properties
<S²> ... 2.0252
Energy above the lowest of the compared OMol25 structures with the same formula, charge and spin ... 579.6 kJ/mol
Multiplicity ... 3
HOMO-LUMO gap (alpha / beta) ... 5.0 / 4.2 eV
Total charge ... 0

Each line ends with the Löwdin charge.
Cartesian coordinates (Å):
C  1.78802  -1.53879  0.62851  -0.15
C  2.62580  -0.56068  0.10244  -0.40
C  0.36896  0.05947  0.50627  -0.65
C  -0.86226  0.92393  0.47344  -0.36
C  -2.80642  -0.67681  -0.42728  0.01
N  0.50487  -1.20148  0.90159  0.04
N  -0.95467  2.01205  1.03254  0.21
N  -1.84880  0.41834  -0.68378  -0.01
N  4.02997  -0.59536  -0.21778  -0.46
O  4.60695  -1.63101  0.02232  0.04
O  4.52009  0.46396  -0.58859  -0.01
O  -2.70311  1.44306  -1.06715  0.03
S  1.67590  0.90211  -0.14051  1.08
H  2.09069  -2.47387  0.87734  0.08
H  -3.27276  -0.73723  -1.42104  0.11
H  -2.17507  -1.38461  0.15121  0.11
H  -3.65179  -0.24217  0.17615  0.12
H  -1.77008  2.63732  0.97231  0.10
H  -2.16628  2.18177  -1.29800  0.11

---

Molecular formula: C5H6NO
Method: DFT, ωB97M-V with the def2-TZVPD basis set

## Properties
Energy above the lowest of the compared OMol25 structures with the same formula, charge and spin ... 435.9 kJ/mol
HOMO-LUMO gap ... 8.6 eV
Total charge ... +1

Each line ends with the Löwdin charge.
Cartesian coordinates (Å):
C  -0.98057  -0.50960  -2.04376  0.06
C  0.08469  0.25213  -1.78868  0.01
C  -1.59227  -0.97697  -0.74925  -0.18
C  0.30522  0.37683  -0.36832  -0.04
C  0.91497  0.43455  1.83522  0.02
N  -1.09003  -0.62224  0.29658  0.19
O  1.15489  0.72074  0.44774  0.10
H  -1.32035  -0.93089  -3.02019  0.15
H  0.64303  0.60896  -2.66484  0.15
H  -2.57796  -1.56602  -0.81407  0.17
H  1.90213  0.69451  2.45567  0.17
H  0.54648  -0.64472  1.95555  0.13
H  0.22470  1.15330  2.17338  0.09

---

Molecular formula: C5H6NO2S
Method: DFT, ωB97M-V with the def2-TZVPD basis set

## Properties
Energy above the lowest of the compared OMol25 structures with the same formula, charge and spin ... 180.4 kJ/mol
HOMO-LUMO gap ... 7.0 eV
Total charge ... -1

Each line ends with the Löwdin charge.
Cartesian coordinates (Å):
C  -1.83193  -1.22408  0.59187  -0.39
C  -0.55625  0.67961  1.26559  -0.61
C  1.51495  0.78264  -1.13060  -0.20
C  -0.65755  -0.72809  1.06939  -0.17
C  0.97261  -0.62568  -1.18400  -0.73
N  -2.85105  -1.30999  0.10745  0.09
O  -1.65355  1.42017  1.05655  0.05
O  0.58544  1.06910  1.63899  -0.07
S  1.93394  -1.93746  -0.88150  0.52
H  2.53807  0.77365  -1.63542  0.08
H  0.82180  1.62889  -1.53263  0.10
H  1.59152  0.92005  -0.03308  0.04
H  -0.02038  -1.44124  1.60107  0.10
H  -0.15255  -0.78357  -1.43340  0.07
H  -2.23506  0.77600  0.49973  0.12

---

Molecular formula: C5H6NO2S
Method: DFT, ωB97M-V with the def2-TZVPD basis set

## Properties
Energy above the lowest of the compared OMol25 structures with the same formula, charge and spin ... 304.8 kJ/mol
HOMO-LUMO gap ... 3.8 eV
Total charge ... -1

Each line ends with the Löwdin charge.
Cartesian coordinates (Å):
C  0.64910  2.30264  0.92959  -0.15
C  0.61789  0.95437  0.91154  -0.33
C  1.11435  -2.30327  -0.64037  -0.45
C  -2.84242  0.15290  -0.65840  -0.83
C  0.92837  0.06140  -0.09599  -0.24
N  0.55900  -1.22166  -0.11309  -0.06
O  2.06266  -2.32603  -1.43726  -0.09
O  -2.54014  -0.72334  0.03359  0.08
S  -3.53561  1.50840  -1.05555  0.72
H  0.20105  2.97596  1.66383  -0.01
H  0.85878  2.67990  -0.06245  0.00
H  0.30307  0.51754  1.76612  0.05
H  0.52258  -3.25303  -0.49182  0.11
H  1.38511  0.29457  -1.09034  0.11
H  -0.28379  -1.62036  0.34061  0.11

---

Molecular formula: C5H6NO5P
Method: DFT, ωB97M-V with the def2-TZVPD basis set

## Properties
HOMO-LUMO gap ... 10.6 eV
SMILES ... O=[P@@](O)(OO)Oc1ccccn1
Total charge ... 0

Each line ends with the Löwdin charge.
Cartesian coordinates (Å):
O  -2.51355  -1.86959  -1.97081  -0.21
P  -1.35333  -1.66758  -1.11772  0.37
O  -0.86480  -2.92626  -0.30282  -0.07
O  0.02382  -1.31421  -1.90550  -0.20
O  -0.15287  -0.04974  -2.56144  -0.02
O  -1.57730  -0.47433  -0.08140  -0.07
C  -0.49514  0.16968  0.50595  -0.37
C  -0.45520  1.54855  0.39040  0.01
C  0.60730  2.19480  0.98322  -0.05
C  1.56736  1.44296  1.65122  -0.07
C  1.41259  0.07586  1.70577  -0.12
N  0.38523  -0.56585  1.14034  0.14
H  0.09772  -2.98294  -0.22428  0.09
H  -0.71561  -0.29867  -3.31619  0.11
H  -1.23066  2.07368  -0.15690  0.13
H  0.69793  3.27417  0.91923  0.11
H  2.42346  1.91442  2.12055  0.10
H  2.14305  -0.54493  2.22039  0.11

---

Molecular formula: C5H6NP
Method: DFT, ωB97M-V with the def2-TZVPD basis set

## Properties
Energy above the lowest of the compared OMol25 structures with the same formula, charge and spin ... 181.7 kJ/mol
HOMO-LUMO gap ... 8.3 eV
SMILES ... [H]/N=C1/C=CC/C1=P\[H]
Total charge ... 0

Each line ends with the Löwdin charge.
Cartesian coordinates (Å):
C  -0.79871  -0.85099  1.28115  -0.02
C  -1.23564  0.21960  0.63275  -0.12
C  0.46626  -1.32548  0.58853  -0.44
C  0.84414  -0.26098  -0.39184  -0.53
C  -0.28187  0.80217  -0.34519  -0.20
N  0.93401  -2.48524  0.72362  0.14
P  2.26417  -0.35215  -1.33764  0.89
H  -1.24335  -1.67019  1.81386  0.10
H  -2.14922  0.82956  0.69926  0.12
H  -0.94844  0.72097  -1.31679  0.16
H  -0.02799  1.80453  -0.16764  0.09
H  1.66557  -2.74047  0.12095  0.01
H  2.15209  0.55167  -2.33573  -0.19

---

What did the sixth record say?
Molecular formula: C5H6NO2S
Method: DFT, ωB97M-V with the def2-TZVPD basis set

## Properties
Energy above the lowest of the compared OMol25 structures with the same formula, charge and spin ... 180.4 kJ/mol
HOMO-LUMO gap ... 7.0 eV
Total charge ... -1

Each line ends with the Löwdin charge.
Cartesian coordinates (Å):
C  -1.83193  -1.22408  0.59187  -0.39
C  -0.55625  0.67961  1.26559  -0.61
C  1.51495  0.78264  -1.13060  -0.20
C  -0.65755  -0.72809  1.06939  -0.17
C  0.97261  -0.62568  -1.18400  -0.73
N  -2.85105  -1.30999  0.10745  0.09
O  -1.65355  1.42017  1.05655  0.05
O  0.58544  1.06910  1.63899  -0.07
S  1.93394  -1.93746  -0.88150  0.52
H  2.53807  0.77365  -1.63542  0.08
H  0.82180  1.62889  -1.53263  0.10
H  1.59152  0.92005  -0.03308  0.04
H  -0.02038  -1.44124  1.60107  0.10
H  -0.15255  -0.78357  -1.43340  0.07
H  -2.23506  0.77600  0.49973  0.12

---

Please write out number 1 again, unchanged.
Molecular formula: C5H6N2S
Method: DFT, ωB97M-V with the def2-TZVPD basis set

## Properties
Energy above the lowest of the compared OMol25 structures with the same formula, charge and spin ... 154.7 kJ/mol
HOMO-LUMO gap ... 8.7 eV
SMILES ... NC(=S)[C@H]1C=CC=N1
Total charge ... 0

Each line ends with the Löwdin charge.
Cartesian coordinates (Å):
C  -1.41436  -1.26802  0.31845  -0.04
C  -0.11907  -1.48893  -0.00112  -0.02
C  -1.65112  0.11542  -0.05395  -0.17
C  1.70653  0.29684  -0.14126  -0.83
C  0.41011  -0.23981  -0.64009  -0.35
N  -0.66184  0.77127  -0.47810  0.07
N  1.69710  1.53180  0.34508  0.12
S  3.10444  -0.61265  -0.03552  0.60
H  -2.22494  -2.00261  0.52413  0.12
H  0.39440  -2.38073  0.33892  0.11
H  -2.50651  0.66582  0.24602  0.10
H  0.54151  -0.30876  -1.69723  0.16
H  0.86548  1.98350  0.27577  0.05
H  2.65524  1.80060  0.48827  0.09